{
  "formula": "C50H98Cl6O24S12",
  "method": "the ωB97M-V functional and the def2-TZVPD basis",
  "total_charge": 0,
  "e_homo_ha": -0.368,
  "lumo_energy_ev": 0.1,
  "homo_lumo_gap_ev": 10.2,
  "spin_multiplicity": 1,
  "elements": ["H", "C", "S", "C", "C", "C", "S", "S", "C", "O", "O", "H", "H", "H", "C", "Cl", "H", "H", "C", "C", "H", "H", "H", "H", "O", "H", "H", "C", "O", "H", "H", "H", "H", "H", "H", "C", "H", "H", "H", "S", "H", "H", "C", "S", "O", "O", "C", "H", "H", "H", "H", "H", "C", "H", "S", "O", "H", "C", "H", "H", "H", "C", "H", "O", "O", "C", "C", "H", "C", "H", "H", "H", "H", "H", "C", "H", "C", "O", "Cl", "H", "O", "H", "H", "S", "H", "H", "H", "H", "H", "O", "H", "C", "H", "H", "H", "C", "C", "C", "C", "C", "H", "O", "H", "H", "H", "H", "S", "C", "H", "H", "C", "H", "Cl", "C", "H", "H", "O", "H", "H", "C", "O", "C", "H", "C", "H", "C", "S", "C", "C", "C", "O", "Cl", "C", "C", "O", "H", "H", "H", "H", "H", "H", "C", "O", "H", "H", "H", "Cl", "H", "H", "H", "H", "H", "O", "H", "H", "H", "C", "H", "C", "S", "S", "O", "C", "H", "H", "H", "O", "C", "C", "S", "C", "H", "C", "H", "H", "O", "C", "C", "H", "H", "O", "O", "H", "C", "C", "H", "H", "H", "H", "Cl"],
  "coordinates": [[18.09832, 13.44261, 23.57294], [14.58069, 17.96862, 20.46419], [15.57700, 15.90870, 24.05376], [10.15685, 14.23787, 14.95331], [13.64340, 17.46728, 13.82135], [15.98679, 12.48417, 11.71475], [12.58260, 18.66294, 12.92851], [11.27918, 18.01376, 17.05871], [14.25711, 15.12304, 16.87512], [13.13652, 12.74373, 16.51823], [17.77863, 17.35026, 12.47398], [12.77724, 10.60266, 14.79475], [12.95610, 16.80428, 14.37941], [12.20070, 9.14034, 12.69574], [19.95625, 15.10240, 20.24746], [16.16478, 17.97891, 19.60903], [12.18271, 7.58119, 15.25259], [17.43654, 14.12815, 16.42664], [9.04815, 19.61322, 16.95178], [10.45762, 13.04156, 19.17095], [19.55189, 10.07644, 19.67478], [14.63189, 15.67870, 13.13814], [14.20158, 15.97185, 16.17390], [16.21945, 12.98604, 21.90672], [13.08029, 20.02335, 12.96451], [13.37544, 18.68485, 10.67235], [10.89782, 15.91875, 14.03941], [20.83517, 16.18352, 12.72736], [13.11365, 12.47595, 21.80799], [8.42973, 18.85903, 18.94864], [16.68268, 22.00912, 14.99166], [20.01300, 10.91808, 18.29479], [9.25178, 14.49394, 15.50811], [15.64865, 14.28098, 18.15099], [20.58524, 15.95980, 20.51492], [15.86888, 21.39808, 14.62769], [10.69912, 17.48928, 19.10222], [18.17017, 15.90050, 17.42289], [14.02310, 11.09773, 10.50969], [14.61502, 9.08612, 14.79177], [12.29574, 10.42197, 20.13131], [19.45925, 8.32835, 18.08706], [15.02813, 14.57847, 22.93201], [12.68972, 12.80723, 20.43990], [13.51344, 14.23818, 14.58651], [15.66626, 17.15182, 23.30782], [11.04403, 12.65491, 12.95360], [17.89048, 14.69593, 19.64264], [20.27640, 10.13388, 14.31829], [10.92183, 19.25214, 19.00447], [13.81347, 20.68731, 15.24903], [10.59545, 13.02814, 21.29520], [10.84639, 11.60114, 18.94602], [20.71130, 15.02225, 16.90080], [16.85260, 19.35375, 15.70800], [11.24115, 18.38449, 13.39375], [14.57404, 7.28636, 13.29373], [14.80385, 21.08133, 15.67175], [15.98069, 16.02985, 17.79143], [15.80149, 12.53212, 14.95052], [10.70691, 11.97696, 12.13157], [12.50857, 8.26761, 13.25909], [15.63329, 19.44619, 13.70126], [22.28314, 14.75900, 18.91003], [12.67847, 18.35350, 16.93450], [17.33911, 8.87474, 18.23158], [19.97182, 14.70059, 17.65933], [15.36395, 17.32223, 12.67746], [17.14675, 15.11547, 24.46290], [16.81112, 13.72288, 9.95347], [14.27240, 14.90247, 22.22446], [16.82552, 14.72707, 21.85719], [18.70648, 16.03725, 15.37956], [9.39632, 15.30626, 13.27994], [10.37472, 15.02947, 13.68904], [14.65244, 21.99842, 16.23266], [16.62386, 10.15726, 18.24928], [14.74945, 15.91229, 25.22572], [21.37790, 12.21228, 14.10894], [14.69469, 19.13191, 16.70886], [18.16466, 19.87239, 16.15373], [20.75729, 17.27976, 12.68466], [12.94793, 9.69202, 16.36908], [9.88946, 12.55698, 14.33711], [15.47963, 12.58680, 16.75330], [13.00757, 11.23598, 18.67690], [10.88920, 11.25643, 17.90712], [13.40394, 15.01538, 17.59990], [14.39214, 13.90806, 11.88812], [17.87889, 12.45948, 18.02562], [14.74120, 18.02311, 21.56476], [12.99901, 9.61221, 15.28514], [10.95950, 14.22436, 15.71060], [10.78876, 20.00651, 15.52600], [16.96517, 8.07298, 17.58189], [12.87961, 17.95556, 11.33633], [19.19765, 10.38919, 18.72380], [15.66414, 15.02739, 17.39661], [14.03418, 8.23896, 13.25200], [13.73430, 16.74370, 11.43626], [14.54537, 16.62908, 10.63985], [13.53139, 13.62666, 19.60971], [9.38047, 13.23859, 19.13948], [15.70350, 10.09131, 18.82433], [19.33225, 17.49455, 14.65734], [16.33564, 10.50964, 17.25876], [14.71783, 12.97257, 9.36316], [18.69390, 15.51632, 19.57511], [13.08150, 15.91432, 11.48675], [15.46659, 21.96012, 13.72600], [19.68417, 15.56184, 11.99852], [18.87028, 9.28512, 16.80588], [13.77500, 19.61518, 20.13673], [9.02141, 18.58541, 18.06075], [18.01622, 15.74116, 24.06793], [15.74666, 20.36828, 17.55981], [17.54706, 11.49353, 20.29088], [18.19307, 16.33003, 20.06753], [16.75132, 12.83216, 12.44046], [13.87685, 12.17577, 10.69222], [10.26157, 11.51641, 15.26900], [10.16552, 19.20260, 15.96179], [17.34475, 8.43285, 19.26275], [16.42120, 20.05573, 14.13386], [10.98295, 8.68822, 14.69968], [19.03474, 15.84652, 18.12232], [18.29474, 16.11215, 13.03477], [19.26675, 16.42781, 14.56391], [12.23589, 11.30677, 19.49911], [14.51885, 12.78668, 11.95722], [15.48561, 10.16676, 14.39723], [19.51843, 10.90507, 12.28165], [16.33086, 13.95027, 22.44107], [11.18879, 14.18787, 12.65477], [16.76257, 17.88518, 15.67891], [12.25732, 14.42837, 12.58530], [11.98598, 17.64678, 10.75941], [10.74642, 14.28439, 11.72716], [19.38064, 15.91801, 11.00265], [16.54384, 12.97610, 24.30956], [11.94746, 12.20300, 13.41169], [11.09464, 13.47626, 20.47283], [8.56807, 12.46910, 13.81839], [14.53306, 8.86167, 12.44866], [21.45329, 16.22401, 14.84885], [19.52316, 16.82210, 17.97128], [18.62780, 11.69806, 14.88359], [9.27290, 20.55872, 17.51312], [20.64938, 14.77107, 14.26481], [12.10104, 7.32947, 12.87420], [17.30737, 20.17282, 13.52447], [19.43341, 13.85597, 17.22603], [14.52858, 12.25075, 8.12686], [21.85189, 15.91100, 12.43413], [14.18874, 12.32741, 12.84780], [10.89325, 13.62985, 18.35718], [12.04348, 8.54153, 14.64720], [19.69479, 14.50928, 12.05918], [10.48778, 18.36565, 18.55138], [13.99814, 13.67921, 15.81528], [20.95974, 14.15250, 18.96829], [17.43007, 14.93654, 13.29540], [20.66128, 15.83912, 14.21007], [8.12239, 19.67720, 16.42533], [16.08058, 11.39656, 11.70790], [12.78745, 12.32359, 10.54666], [15.04312, 8.08100, 15.80395], [19.96749, 11.12370, 13.92387], [18.79966, 9.13987, 17.89128], [17.79070, 11.33764, 18.92153], [15.39264, 20.01487, 16.59878], [11.25260, 14.56152, 20.53789], [16.29661, 12.80606, 10.17336], [19.82264, 14.40543, 21.10829], [16.91455, 12.05098, 9.72460], [14.36849, 14.33197, 9.53344], [15.63216, 13.11023, 15.84211], [14.45969, 16.73618, 12.77050], [10.16621, 10.87742, 19.41299], [8.50744, 17.70306, 17.67683], [10.90435, 16.59127, 16.82879], [20.96010, 12.71914, 19.13723], [17.11924, 15.05520, 25.49638], [17.09141, 13.72407, 23.71300], [16.38935, 14.42661, 16.19812], [16.25791, 15.11629, 15.35666], [14.56050, 14.01182, 23.63106], [14.30242, 18.02061, 14.47698], [9.78844, 18.55926, 15.23597], [13.52814, 16.69774, 19.97692]],
  "lowdin_charge": [0.09, -1.40, 0.69, -0.24, -0.20, -0.19, 0.71, 0.70, -0.22, -0.32, -0.33, 0.09, 0.09, 0.11, -0.19, 0.61, 0.14, 0.08, -0.21, -0.20, 0.11, 0.11, 0.09, 0.12, -0.32, 0.12, 0.08, -0.23, -0.33, 0.12, 0.11, 0.07, 0.11, 0.09, 0.11, -0.23, 0.07, 0.08, 0.11, 0.70, 0.10, 0.10, -0.22, 0.67, -0.31, -0.35, -0.21, 0.13, 0.03, 0.09, 0.12, 0.11, -0.22, 0.10, 0.70, -0.34, 0.10, -0.21, 0.08, 0.07, 0.12, -0.23, 0.08, -0.33, -0.36, -0.24, -0.26, 0.08, -0.19, 0.09, 0.07, 0.11, 0.05, 0.13, -0.19, 0.11, -0.22, -0.32, 0.55, 0.08, -0.34, 0.12, 0.10, 0.64, 0.07, 0.10, 0.10, 0.08, 0.11, -0.33, 0.00, -0.22, 0.08, 0.11, 0.11, -0.23, -0.24, -0.22, -0.19, -0.23, 0.15, -0.35, 0.13, 0.11, 0.09, 0.09, 0.64, -0.26, 0.07, 0.14, -0.21, 0.10, 0.48, -0.23, 0.13, 0.08, -0.27, 0.05, 0.08, -0.24, -0.34, -0.13, 0.14, -0.22, 0.11, -0.18, 0.73, -0.18, -0.20, -0.21, -0.35, 0.59, -0.21, -0.17, -0.36, 0.07, 0.12, 0.08, 0.12, 0.13, 0.07, -0.24, -0.31, 0.11, 0.12, 0.13, 0.63, 0.13, 0.04, 0.13, 0.11, 0.07, -0.31, 0.12, 0.07, 0.11, -0.22, 0.08, -0.25, 0.67, 0.69, -0.36, -0.21, 0.11, 0.09, 0.11, -0.35, -1.56, -0.18, 0.63, -0.22, 0.11, -0.19, 0.11, 0.09, -0.31, -0.22, -0.21, 0.12, 0.12, -0.34, -0.32, 0.06, -0.20, -0.21, 0.09, 0.05, 0.06, 0.05, 0.67]
}